No. 1
{
  "formula": "C39H34BBrCl2N13O6STl",
  "method": "the ωB97M-V functional and the def2-TZVPD basis",
  "total_charge": -2,
  "e_homo_ha": -0.118,
  "species": ["Tl", "C", "C", "N", "N", "C", "B", "N", "C", "C", "C", "N", "N", "C", "C", "C", "N", "H", "H", "H", "H", "H", "H", "H", "H", "H", "H", "Cl", "C", "Cl", "H", "H", "C", "C", "N", "C", "C", "C", "C", "C", "C", "C", "C", "C", "N", "C", "H", "H", "H", "H", "H", "H", "H", "H", "Br", "C", "C", "N", "C", "C", "C", "C", "O", "O", "H", "H", "H", "O", "C", "O", "C", "C", "C", "C", "C", "C", "N", "O", "O", "H", "H", "H", "H", "C", "C", "C", "N", "N", "C", "N", "S", "H", "H", "H", "H", "H", "H", "H"],
  "xyz": [[0.468, -0.502, -0.444], [-4.411, -2.352, -1.525], [-3.059, -2.192, -1.042], [-3.046, -1.370, 0.020], [-4.358, -0.989, 0.259], [-5.184, -1.647, -0.613], [-4.780, -0.254, 1.544], [-4.999, 1.285, 1.220], [-5.911, 2.152, 1.722], [-5.511, 3.457, 1.512], [-4.191, 3.250, 0.918], [-3.915, 1.973, 0.779], [-3.647, -0.447, 2.616], [-2.319, -0.013, 2.717], [-1.662, -0.722, 3.706], [-2.617, -1.618, 4.125], [-3.779, -1.413, 3.503], [-4.771, -2.965, -2.330], [-2.194, -2.656, -1.448], [-6.225, -1.388, -0.456], [-5.795, -0.585, 2.039], [-6.820, 1.726, 2.100], [-5.978, 4.390, 1.731], [-3.590, 4.024, 0.451], [-1.956, 0.866, 2.184], [-0.672, -0.571, 4.097], [-2.495, -2.463, 4.715], [4.417, 1.134, -3.160], [4.506, -0.644, -3.281], [6.090, -1.320, -2.646], [4.615, -0.994, -4.332], [3.686, -1.114, -2.768], [4.526, 1.038, 2.915], [3.519, 0.728, 1.929], [2.933, -0.443, 1.926], [2.995, -1.237, 3.034], [3.755, -0.832, 4.172], [4.639, 0.240, 4.010], [3.580, -1.459, 5.403], [2.687, -2.469, 5.523], [1.855, -2.861, 4.427], [0.998, -3.907, 4.624], [0.316, -4.457, 3.523], [0.507, -3.768, 2.323], [1.398, -2.776, 2.080], [2.069, -2.298, 3.119], [5.104, 1.929, 2.907], [3.381, 1.343, 1.011], [5.353, 0.438, 4.866], [4.047, -1.010, 6.326], [2.692, -3.032, 6.478], [0.809, -4.194, 5.609], [-0.521, -5.155, 3.635], [-0.151, -3.997, 1.445], [1.156, -4.417, -7.513], [1.165, -5.020, -5.660], [0.910, -6.328, -5.236], [0.557, -6.602, -4.009], [0.610, -5.629, -3.118], [0.984, -4.278, -3.383], [1.429, -4.067, -4.679], [0.929, -3.021, -2.453], [1.859, -2.173, -2.578], [-0.033, -3.113, -1.652], [0.954, -7.151, -5.913], [0.289, -5.930, -2.072], [1.960, -3.199, -4.916], [-0.400, 1.964, 0.880], [0.725, 2.390, 0.639], [1.578, 1.924, -0.226], [1.283, 3.586, 1.438], [0.450, 4.226, 2.421], [1.007, 5.237, 3.259], [2.265, 5.699, 2.950], [3.060, 5.068, 1.977], [2.580, 4.052, 1.188], [4.360, 5.593, 1.675], [4.956, 5.097, 0.712], [4.728, 6.549, 2.353], [-0.560, 3.937, 2.507], [0.488, 5.476, 4.182], [2.806, 6.569, 3.396], [3.199, 3.610, 0.400], [-3.746, 1.598, -6.202], [-2.396, 2.213, -6.577], [-1.467, 2.276, -5.415], [-1.712, 1.546, -4.343], [-0.812, 1.682, -3.347], [0.219, 2.432, -3.760], [1.312, 2.610, -2.956], [0.037, 3.107, -5.384], [-4.465, 1.824, -6.963], [-4.086, 2.004, -5.219], [-3.633, 0.514, -6.075], [-2.590, 3.265, -6.911], [-1.824, 1.638, -7.378], [1.320, 2.421, -1.936], [2.161, 2.959, -3.301]],
  "forces_ev_per_a": [[-0.386, -0.307, 0.130], [0.308, 0.112, 1.189], [-2.558, 1.110, 0.597], [-0.623, -0.229, -0.594], [1.097, -2.013, -0.856], [0.860, 1.332, 0.441], [0.806, 1.276, 0.107], [1.348, 0.425, 0.796], [-0.436, -0.247, -0.421], [2.007, -1.320, -0.639], [-1.666, 0.643, 0.082], [-0.300, 0.089, -0.444], [2.750, 0.914, 0.471], [-0.865, 1.381, -0.533], [-0.118, 0.803, -0.965], [-1.417, 0.549, -0.886], [-0.824, -2.067, 0.682], [0.047, -0.062, -0.135], [0.719, -0.011, -0.012], [-0.087, -0.521, -0.546], [-0.595, -0.620, -0.002], [-0.268, 0.093, 0.290], [-0.329, 0.205, 0.124], [0.286, -0.251, 0.356], [-0.256, -0.494, -0.181], [0.205, 0.011, -0.205], [-0.037, -1.189, 1.362], [0.171, -0.746, -0.074], [1.437, -0.500, -1.022], [-0.627, 0.457, 0.192], [-0.710, 0.791, 0.707], [-0.299, -0.068, 0.238], [-1.113, -0.086, -0.136], [1.927, -0.309, -0.492], [-0.530, 0.011, 0.189], [0.681, 2.375, -0.071], [-0.380, -0.082, -1.694], [0.571, 0.310, 1.167], [-0.028, -0.218, 2.061], [0.404, 0.184, 0.873], [1.913, 0.431, -0.273], [-1.437, -1.012, -2.402], [-0.074, 1.575, 1.124], [-0.043, 0.400, -1.856], [-1.379, -0.703, 0.099], [-0.688, -1.995, 1.720], [0.361, 0.665, -0.519], [-0.063, -0.367, 0.941], [-0.843, 0.005, -1.203], [-0.079, -0.800, -1.153], [-0.597, 0.434, -0.612], [-0.192, -0.825, 1.417], [0.620, 0.113, -0.126], [0.811, 0.043, 0.764], [0.345, -0.670, 0.736], [0.700, -0.144, 0.396], [-0.496, 1.129, -1.900], [0.910, -0.344, 1.208], [-1.184, 1.261, 2.273], [0.672, -0.890, -0.571], [-1.027, -1.006, -0.266], [0.421, -1.475, 0.837], [-1.251, -0.560, 0.060], [0.912, 0.796, -0.499], [-0.269, -0.372, -0.637], [0.340, 0.641, -1.334], [0.160, 1.592, -0.371], [0.384, 0.264, 0.046], [1.135, -0.030, -0.731], [-0.896, 0.593, 0.644], [-1.308, 0.750, 0.626], [3.011, 0.234, -0.560], [-0.482, -1.477, -0.915], [2.020, 0.832, 0.346], [-1.648, 0.129, 0.005], [-0.502, -0.866, 0.080], [0.246, 0.485, -0.781], [0.053, 0.887, 1.366], [0.756, -0.546, -0.656], [-0.942, -0.646, 0.241], [-0.112, 0.689, -0.373], [-0.997, -0.930, 0.184], [-0.445, 0.088, 0.423], [0.681, -0.284, 1.037], [0.515, 0.525, -0.864], [-0.967, -1.818, 1.388], [-0.277, 1.506, -1.097], [1.869, 0.971, -1.262], [-0.062, -1.029, 1.698], [-1.102, 0.114, 0.213], [0.258, -0.191, 1.001], [-0.509, -0.015, -0.458], [0.227, -0.298, -0.830], [-0.228, 0.294, -0.014], [0.355, -0.796, -0.124], [-1.093, 0.767, 0.539], [-0.405, -0.324, -0.479], [0.748, 0.465, -0.690]],
  "mulliken_charge": [0.750, -1.323, -0.318, -0.047, 0.318, -0.261, 0.228, 0.273, -0.507, -0.784, -0.242, -0.431, 0.923, -0.424, -0.596, -0.633, -1.215, 0.405, 0.634, 0.443, -0.221, 0.442, 0.409, 0.428, 0.633, 0.460, 0.570, -0.152, 0.338, -0.225, 0.286, -0.187, -0.627, -0.439, 0.020, -0.118, 0.963, -0.772, -0.784, -1.098, 1.337, -0.206, -0.858, -0.094, -0.359, 0.155, 0.502, 0.425, 0.282, 0.232, 0.273, 0.425, 0.380, 0.371, -0.229, -0.002, -0.125, -0.615, -0.055, 0.059, -0.485, 0.393, -0.737, -0.626, 0.427, 0.336, 0.569, -0.650, 0.571, -0.987, 0.329, -0.613, -0.676, -0.387, -0.255, -0.039, 1.035, -0.597, -0.669, 0.651, 0.367, 0.388, 0.558, -1.186, -0.084, 0.126, -0.304, -0.045, 0.359, -0.054, -0.307, 0.404, 0.305, 0.249, 0.248, 0.218, -0.012, 0.165]
}

No. 2
{
  "formula": "C39H34BrCl2CrF11N3O4PTe",
  "method": "the ωB97M-V functional and the def2-TZVPD basis",
  "total_charge": -1,
  "s2": 3.7788,
  "e_homo_ha": [-0.215, -0.215],
  "multiplicity": 4,
  "species": ["Cr", "O", "C", "C", "C", "C", "C", "C", "C", "O", "N", "N", "C", "C", "Br", "C", "C", "C", "C", "C", "C", "C", "H", "H", "H", "H", "H", "H", "H", "H", "H", "H", "H", "H", "H", "H", "C", "C", "O", "C", "F", "F", "F", "C", "F", "F", "F", "H", "H", "H", "N", "P", "C", "C", "C", "C", "C", "C", "C", "C", "C", "C", "C", "C", "C", "C", "C", "C", "C", "C", "H", "H", "H", "H", "H", "H", "H", "H", "H", "H", "H", "H", "H", "H", "H", "Cl", "C", "Cl", "H", "H", "F", "Te", "F", "F", "F", "F", "O"],
  "xyz": [[0.175, 0.711, -0.662], [1.086, -3.102, -1.442], [0.158, -3.600, -0.608], [0.422, -4.848, -0.037], [-0.479, -5.446, 0.821], [-1.674, -4.810, 1.129], [-1.940, -3.573, 0.567], [-1.032, -2.941, -0.275], [-1.441, -1.615, -0.901], [-0.435, -0.931, -1.588], [-2.062, -0.734, 0.128], [-1.593, 0.531, 0.129], [-2.327, 1.481, 0.570], [-1.864, 2.833, 0.769], [0.045, 3.036, 0.811], [-2.618, 3.910, 0.995], [-4.076, 3.978, 0.859], [-4.778, 4.907, 1.633], [-6.155, 5.009, 1.549], [-6.863, 4.201, 0.669], [-6.177, 3.293, -0.125], [-4.798, 3.182, -0.037], [0.708, -2.327, -1.900], [1.341, -5.346, -0.322], [-0.264, -6.423, 1.235], [-2.397, -5.280, 1.784], [-2.880, -3.080, 0.787], [-2.257, -1.868, -1.587], [-3.075, -0.781, 0.135], [-3.352, 1.264, 0.858], [-2.121, 4.819, 1.312], [-4.230, 5.539, 2.321], [-6.683, 5.728, 2.163], [-7.939, 4.286, 0.595], [-6.715, 2.674, -0.831], [-4.281, 2.502, -0.706], [-2.451, 2.696, -2.986], [-0.898, 2.722, -3.017], [-0.351, 2.229, -1.891], [-0.482, 4.215, -3.100], [0.845, 4.396, -3.015], [-1.015, 4.919, -2.082], [-0.899, 4.804, -4.240], [-0.326, 1.997, -4.291], [0.684, 2.684, -4.895], [-1.226, 1.769, -5.248], [0.211, 0.827, -3.936], [-2.746, 3.458, -2.261], [-3.406, 1.033, -3.325], [-2.840, 2.963, -3.972], [1.166, -0.052, 0.723], [2.234, -0.777, 1.561], [3.460, -1.778, 0.663], [3.304, -3.150, 0.520], [4.154, -3.864, -0.313], [5.160, -3.210, -1.006], [5.343, -1.842, -0.840], [4.497, -1.128, -0.009], [1.481, -1.833, 2.851], [0.115, -2.063, 2.743], [-0.562, -2.760, 3.735], [0.121, -3.215, 4.852], [1.484, -2.978, 4.971], [2.166, -2.301, 3.973], [3.311, 0.323, 2.559], [4.538, -0.122, 3.052], [5.317, 0.705, 3.847], [4.877, 1.987, 4.153], [3.661, 2.437, 3.661], [2.879, 1.605, 2.871], [2.515, -3.657, 1.063], [4.021, -4.932, -0.432], [5.805, -3.765, -1.675], [6.143, -1.330, -1.360], [4.641, -0.063, 0.124], [-0.407, -1.679, 1.879], [-1.624, -2.938, 3.628], [-0.407, -3.752, 5.630], [2.020, -3.316, 5.850], [3.228, -2.124, 4.075], [4.889, -1.113, 2.794], [6.264, 0.346, 4.230], [5.486, 2.631, 4.775], [3.318, 3.435, 3.902], [1.930, 1.951, 2.482], [4.830, 1.403, -3.225], [3.068, 1.266, -3.231], [2.492, 0.891, -1.587], [2.785, 0.453, -3.887], [2.648, 2.211, -3.546], [-3.297, -0.261, -4.955], [-1.766, -1.468, -4.024], [-1.311, -3.219, -3.331], [-2.141, -2.381, -5.622], [0.088, -1.737, -4.770], [-3.499, -2.191, -3.347], [-2.952, 1.462, -2.547]],
  "forces_ev_per_a": [[0.192, -0.553, -1.636], [-0.004, -0.159, -0.114], [-0.094, 0.032, 0.101], [0.024, -0.047, -0.053], [-0.005, 0.014, 0.017], [-0.109, -0.015, 0.006], [0.128, -0.049, -0.047], [0.111, 0.137, -0.107], [0.278, -0.069, -0.162], [-0.047, 0.764, 0.998], [0.065, -0.143, -0.105], [-0.952, 0.205, 0.573], [-0.161, -0.174, 0.024], [0.581, 0.175, -0.059], [-0.317, 0.252, 0.526], [-0.025, -0.076, -0.062], [-0.260, -0.002, 0.079], [0.083, -0.063, 0.069], [-0.093, 0.042, -0.041], [0.090, -0.030, 0.020], [-0.081, 0.010, 0.006], [0.146, 0.014, -0.073], [0.013, 0.102, 0.115], [-0.012, 0.003, 0.000], [0.037, 0.011, 0.010], [0.004, -0.002, -0.001], [-0.009, -0.018, 0.027], [-0.099, 0.038, 0.060], [-0.011, 0.114, -0.032], [0.007, 0.006, 0.039], [0.012, 0.042, -0.128], [-0.008, 0.022, -0.016], [0.028, 0.003, 0.015], [-0.003, 0.003, 0.000], [0.017, -0.003, -0.011], [-0.004, 0.029, -0.047], [0.227, 0.320, -0.130], [-0.038, -0.012, 0.023], [0.230, -0.634, 0.396], [0.059, 0.086, -0.007], [-0.030, -0.013, 0.039], [-0.032, 0.002, 0.016], [-0.048, -0.008, 0.011], [0.280, 0.016, -0.127], [-0.072, 0.028, 0.085], [-0.125, 0.027, 0.127], [-0.057, -0.009, -0.040], [-0.024, 0.024, -0.068], [0.684, 0.037, 0.695], [-0.087, 0.041, 0.088], [0.217, 0.110, 0.161], [-0.164, 0.092, 0.051], [-0.098, 0.024, 0.078], [0.070, 0.050, 0.139], [0.008, -0.056, 0.014], [0.023, 0.008, 0.045], [0.000, 0.027, 0.008], [0.026, -0.104, 0.028], [0.043, 0.028, -0.023], [0.046, 0.043, 0.026], [0.011, -0.003, -0.002], [-0.047, 0.019, -0.041], [0.099, -0.060, 0.024], [-0.034, -0.011, -0.092], [0.034, -0.154, -0.079], [-0.025, 0.134, -0.019], [-0.047, -0.049, 0.010], [0.040, -0.034, 0.030], [-0.005, 0.011, 0.050], [0.011, 0.067, -0.030], [-0.017, -0.006, -0.075], [-0.025, 0.004, -0.016], [0.014, -0.006, 0.017], [-0.020, -0.003, -0.036], [-0.001, 0.004, -0.048], [-0.034, 0.031, 0.039], [0.006, -0.025, 0.005], [0.004, 0.013, 0.014], [-0.003, -0.037, -0.016], [-0.002, 0.003, 0.049], [0.046, 0.006, 0.013], [0.017, 0.026, -0.016], [-0.008, 0.020, -0.013], [-0.009, 0.004, -0.028], [-0.024, -0.063, 0.018], [0.021, 0.006, 0.040], [-0.134, 0.073, -0.199], [0.598, -0.134, 0.047], [-0.089, -0.037, 0.025], [-0.077, 0.025, 0.022], [0.779, 0.426, 0.549], [-1.372, -1.641, -1.636], [0.219, 0.329, 0.271], [-0.029, 0.104, 0.202], [-0.177, 0.566, 0.126], [0.368, 0.369, 0.176], [-0.747, -0.723, -1.008]],
  "mulliken_charge": [0.578, -0.872, 0.595, -0.686, -0.497, -0.967, -0.285, -0.303, -0.363, 0.388, -0.302, 1.286, -0.867, 0.114, -0.128, -0.993, 0.747, -0.813, -0.555, -0.414, -1.135, 0.392, -0.054, 0.523, 0.403, 0.412, 0.332, 1.111, 0.440, 0.771, 0.438, 0.401, 0.369, 0.384, 0.450, 0.300, -1.650, 2.106, -0.537, 0.449, -0.206, -0.215, -0.315, 0.070, -0.384, -0.315, -0.029, 0.320, 0.298, 0.495, 0.138, 1.100, 0.341, -0.687, -0.751, -0.609, -0.888, -0.336, 0.172, -0.326, -0.497, -0.714, -0.777, -0.549, 0.919, -0.605, -0.960, -0.468, -0.728, -0.694, 0.827, 0.365, 0.385, 0.393, 0.668, 0.188, 0.438, 0.382, 0.428, 0.348, 0.497, 0.396, 0.380, 0.431, 0.219, -0.187, -0.355, 0.101, 0.266, 0.234, -0.660, 1.450, -0.494, -0.347, -0.602, -0.538, -0.584]
}

The records above give, respectively, ΔE to the lowest compared entry with this formula, charge and spin values of 21.6; 0.0 kcal per mole.